[1]
Computed, not measured: a cluster of 2 separate species, C4H8ClFN in total, with wB97M-V/def2-TZVPD.

```
15
Properties=species:S:1:pos:R:3:mulliken_charge:R:1
C -1.4587 0.6034 -1.2725 -0.840
C 0.1380 1.1545 0.8246 -0.548
C -0.8551 -0.5372 -1.5235 0.432
C 1.0887 -0.9598 1.0994 -0.526
N 1.1342 0.4198 0.8097 0.081
F 0.4283 -0.6544 -2.0338 -0.201
Cl -1.6150 -2.1248 -1.2408 -0.104
H -2.4984 0.6776 -1.0238 0.330
H -0.9982 1.5251 -1.4065 0.473
H -0.7469 0.8143 1.2386 0.473
H 0.2316 2.2667 0.4847 0.378
H 0.0957 -1.2782 0.5877 0.109
H 1.9818 -1.6389 0.7315 0.307
H 1.0467 -1.1021 2.2279 0.323
H 2.0271 0.8341 0.4968 0.316
```

DFT total energy = -771.68068 Eh
energy above the lowest of the compared OMol25 structures with the same formula, charge and spin = 1.590 eV
Kohn-Sham gap = 9.28 eV
largest force on an atom = 4.74 eV Å⁻¹
E_LUMO = -4.91 eV
total charge = +1
highest occupied orbital energy = -14.19 eV

[2]
Computed, not measured: a cluster of 2 separate species, C4H8ClN in total, with wB97M-V/def2-TZVPD.

```
14
Properties=species:S:1:pos:R:3:mulliken_charge:R:1
C 0.7628 0.1433 1.4042 -0.019
C -0.1498 -1.4682 -1.5925 -0.959
C -1.1552 0.8884 -0.9219 -0.632
C -0.8535 -0.4144 -0.7424 -0.159
N 0.8673 1.1097 2.0899 -0.200
Cl 2.3870 1.3780 3.3881 -0.321
H 1.2800 -0.7014 1.7670 0.271
H 0.9362 -1.5352 -1.4445 0.241
H -0.3132 -1.1375 -2.6596 0.290
H -0.5881 -2.3970 -1.4786 0.312
H -1.4774 1.4462 -0.0138 0.264
H 0.5636 1.9899 1.9570 0.273
H -0.8177 1.5186 -1.7919 0.245
H -1.4420 -0.8204 0.0391 0.395
```

DFT total energy = -671.97381 Eh
energy above the lowest of the compared OMol25 structures with the same formula, charge and spin = 4.433 eV
Kohn-Sham gap = 7.96 eV
largest force on an atom = 3.92 eV Å⁻¹
E_LUMO = -0.55 eV
total charge = 0
highest occupied orbital energy = -8.51 eV

[3]
Computed, not measured: an isolated molecule of C4H8ClN, with wB97M-V/def2-TZVPD.

```
14
Properties=species:S:1:pos:R:3:mulliken_charge:R:1
C 1.8710 -0.2189 -0.4287 -1.389
C 0.6632 -0.0581 0.4070 0.150
C -0.6734 0.0874 -0.2954 0.064
C -1.8887 -0.4691 0.3646 -0.601
H 2.3953 -1.1184 -0.2894 0.378
H 2.6229 0.5058 -0.0754 0.320
H 1.5898 -0.0985 -1.4507 0.312
H 0.7750 -0.3403 1.4550 0.337
H 0.4837 1.9451 -0.2548 0.271
H -0.5683 0.1183 -1.3390 0.408
H -1.9819 -1.5636 0.3014 0.310
H -1.7845 -0.2591 1.4876 0.267
N -0.0788 1.2688 0.3259 -0.613
Cl -3.4253 0.2007 -0.2081 -0.214
```

DFT total energy = -672.10660 Eh
energy above the lowest of the compared OMol25 structures with the same formula, charge and spin = 0.820 eV
SMILES = C[C@H]1N[C@@H]1CCl
Kohn-Sham gap = 10.61 eV
largest force on an atom = 2.14 eV Å⁻¹
E_LUMO = 1.05 eV
total charge = 0
highest occupied orbital energy = -9.57 eV

[4]
Computed, not measured: an isolated molecule of C4H8ClN, with wB97M-V/def2-TZVPD.

```
14
Properties=species:S:1:pos:R:3:mulliken_charge:R:1
C -0.6543 1.2035 -0.4673 -0.506
C -0.6121 -0.2107 0.1368 0.525
C -1.4822 -1.1390 -0.1786 -1.061
C 0.4970 -0.5423 1.0909 -0.526
H -2.4783 2.0094 -0.0822 0.221
H -1.8276 2.4282 -1.4643 0.282
H -0.0609 1.1289 -1.4007 0.290
H -0.1216 1.9288 0.1772 0.322
H -2.2827 -0.7972 -0.8196 0.361
H -1.4412 -2.0953 0.3026 0.308
H 0.5683 0.2368 1.9659 0.285
H 0.2876 -1.5297 1.5277 0.328
N -2.0123 1.5739 -0.8921 -0.625
Cl 2.0560 -0.5998 0.1498 -0.203
```

DFT total energy = -672.12181 Eh
energy above the lowest of the compared OMol25 structures with the same formula, charge and spin = 0.406 eV
SMILES = C=C(CN)CCl
Kohn-Sham gap = 10.58 eV
largest force on an atom = 2.28 eV Å⁻¹
E_LUMO = 0.90 eV
total charge = 0
highest occupied orbital energy = -9.68 eV

[5]
Computed, not measured: a structure of composition C4H8ClN, with wB97M-V/def2-TZVPD.

```
14
Properties=species:S:1:pos:R:3:mulliken_charge:R:1
C 0.3434 0.5136 0.3910 -0.108
C 0.9436 -0.4740 -0.6794 -0.639
C -0.2197 -1.3144 -0.0239 -0.501
C -0.9538 -0.1508 0.6614 -0.233
H -0.6399 1.8498 -0.7050 0.344
H 1.0633 1.9625 -0.7022 0.301
H 0.9921 0.7092 1.2044 0.334
H 1.0084 -0.3900 -1.8419 0.336
H 1.9720 -0.6396 -0.0815 0.237
H 0.1190 -1.6915 1.0113 0.205
H -0.6191 -1.9216 -0.7525 0.408
H -1.5019 -0.5931 1.7483 0.284
N 0.1464 1.9035 0.0257 -0.711
Cl -2.6538 0.2364 -0.2556 -0.257
```

DFT total energy = -671.99148 Eh
energy above the lowest of the compared OMol25 structures with the same formula, charge and spin = 3.952 eV
Kohn-Sham gap = 9.96 eV
largest force on an atom = 5.96 eV Å⁻¹
E_LUMO = 0.69 eV
total charge = 0
highest occupied orbital energy = -9.27 eV

[6]
Computed, not measured: an isolated molecule of C4H8ClN2P, with wB97M-V/def2-TZVPD.

```
16
Properties=species:S:1:pos:R:3:mulliken_charge:R:1
C -0.6293 -0.6652 0.1242 0.657
C 0.3435 -1.2190 -0.9101 -0.825
C -1.8030 -1.4676 0.5290 -1.090
C 0.6814 2.6087 0.0715 -0.792
N -0.5134 0.5739 0.4369 -0.568
N 0.7311 1.1396 0.1846 0.179
P 1.7813 0.0182 -0.8295 0.031
Cl 2.8612 -0.6279 0.7923 -0.233
H 0.3948 -2.3106 -0.6079 0.353
H 0.0450 -1.3818 -1.8688 0.485
H -1.5294 -1.9615 1.4946 0.228
H -1.8906 -2.2038 -0.2893 0.327
H -2.6584 -0.8441 0.6397 0.363
H 0.0468 2.7465 -0.8247 0.293
H 0.3811 2.7375 1.0851 0.331
H 1.7580 2.8570 -0.0276 0.262
```

DFT total energy = -1068.22230 Eh
energy above the lowest of the compared OMol25 structures with the same formula, charge and spin = 0.697 eV
SMILES = CC1=NN(C)P(Cl)C1
Kohn-Sham gap = 9.02 eV
largest force on an atom = 4.78 eV Å⁻¹
E_LUMO = 0.91 eV
total charge = 0
highest occupied orbital energy = -8.11 eV

[7]
Computed, not measured: an isolated molecule of C4H8ClN2P, with wB97M-V/def2-TZVPD.

```
16
Properties=species:S:1:pos:R:3:mulliken_charge:R:1
C -0.0761 -0.6165 -0.8545 0.611
C 0.5687 0.6222 -1.3866 -0.995
C -0.0886 -1.8244 -1.7264 -0.907
C -0.8921 0.5884 2.4987 -0.699
N -0.4277 -0.6259 0.3675 -0.519
N -0.3010 0.5988 0.9712 0.332
P 0.2576 1.9144 0.0618 0.036
Cl 2.3161 2.1156 0.8881 -0.335
H 1.5362 0.4101 -1.3515 0.392
H 0.2876 1.0671 -2.3116 0.448
H -0.7856 -1.7272 -2.6212 0.272
H -0.4296 -2.6373 -0.9764 0.276
H 0.9738 -1.9160 -1.9636 0.273
H -0.7476 1.6245 2.9368 0.248
H -1.9839 0.3974 2.3621 0.279
H -0.2079 0.0087 3.1055 0.287
```

DFT total energy = -1068.22755 Eh
energy above the lowest of the compared OMol25 structures with the same formula, charge and spin = 0.554 eV
SMILES = CC1=NN(C)P(Cl)C1
Kohn-Sham gap = 8.97 eV
largest force on an atom = 5.13 eV Å⁻¹
E_LUMO = 0.64 eV
total charge = 0
highest occupied orbital energy = -8.33 eV

[8]
Computed, not measured: an isolated molecule of C4H8ClNO, with wB97M-V/def2-TZVPD.

```
15
Properties=species:S:1:pos:R:3:mulliken_charge:R:1
C -0.9014 0.6149 -0.3868 -0.258
C -1.0060 -0.9229 -0.6752 -0.768
C 0.5630 -0.9787 -0.3779 -0.300
C 0.4255 0.3550 0.4193 0.003
H -0.3549 2.2366 -1.4568 0.224
H -1.6237 1.4009 -2.0979 0.261
H -1.7026 1.0904 0.1962 0.462
H -1.3198 -1.2303 -1.6904 0.302
H -1.5654 -1.5419 0.0353 0.270
H 0.9631 -1.8197 0.1467 0.455
H 0.8114 -0.0616 -2.0454 0.426
H 1.2492 1.0776 0.3656 0.331
N -0.6769 1.2795 -1.6798 -0.642
O 1.2465 -0.8310 -1.6038 -0.549
Cl 0.2248 0.1253 2.1917 -0.216
```

DFT total energy = -747.36600 Eh
energy above the lowest of the compared OMol25 structures with the same formula, charge and spin = 0.886 eV
SMILES = N[C@H]1C[C@@H](O)[C@@H]1Cl
Kohn-Sham gap = 10.58 eV
largest force on an atom = 1.81 eV Å⁻¹
E_LUMO = 0.80 eV
total charge = 0
highest occupied orbital energy = -9.78 eV

[9]
Computed, not measured: a cluster of 2 separate species, C4H8ClNO in total, with wB97M-V/def2-TZVPD.

```
15
Properties=species:S:1:pos:R:3:mulliken_charge:R:1
C 0.4428 0.0656 0.0487 0.455
C -2.0015 -1.1990 0.4585 -0.900
C 2.1852 1.5090 -0.2754 -0.808
C -1.6003 -0.4385 -0.6953 -0.082
N 0.8042 -0.9265 0.6721 -0.523
O 0.7564 1.2621 -0.4534 -0.254
Cl -2.3471 1.1630 -0.8547 -0.201
H -2.6419 -2.0979 0.1969 0.278
H -1.0955 -1.7115 0.9160 0.223
H -2.5786 -0.6123 1.1663 0.323
H 2.7244 0.5714 -0.2798 0.338
H 2.2924 1.9973 0.6793 0.308
H 2.6411 2.0800 -1.0570 0.270
H -1.2996 -0.8835 -1.7180 0.356
H 1.7182 -0.7793 1.1960 0.217
```

DFT total energy = -747.26763 Eh
energy above the lowest of the compared OMol25 structures with the same formula, charge and spin = 3.563 eV
Kohn-Sham gap = 8.86 eV
largest force on an atom = 6.55 eV Å⁻¹
E_LUMO = 0.75 eV
total charge = 0
highest occupied orbital energy = -8.10 eV

[10]
Computed, not measured: a structure of composition C4H8ClNS, with wB97M-V/def2-TZVPD.

```
15
Properties=species:S:1:pos:R:3:mulliken_spin:R:1
C 0.6054 -2.1866 0.0259 0.483
C 0.2010 1.8383 -0.4986 0.034
C -0.8936 -0.0719 0.9167 0.092
C -0.2582 0.3523 -0.4425 -0.048
N 0.7539 -0.4564 -0.9056 0.604
S 1.8335 -2.5879 0.9358 0.772
Cl -0.6022 -3.0183 -0.7530 0.090
H 1.0326 2.0678 0.1336 0.000
H 0.3470 1.9332 -1.4765 -0.004
H -0.4496 2.5926 -0.1612 0.002
H -1.2449 -1.0368 0.6945 -0.013
H -1.6908 0.6290 1.2902 0.005
H -0.1381 -0.0081 1.8422 0.004
H -1.1649 0.2943 -1.0654 0.005
H 1.6691 -0.3414 -0.5362 -0.026
```

DFT total energy = -1070.13232 Eh
energy above the lowest of the compared OMol25 structures with the same formula, charge and spin = 1.667 eV
2S+1 = 3
Kohn-Sham gap (spin up / spin down) = 7.35 / 6.94 eV
largest force on an atom = 4.42 eV Å⁻¹
E_LUMO (spin up / spin down) = 0.69 / -2.77 eV
total charge = 0
⟨S²⟩ = 2.026
highest occupied orbital energy (spin up / spin down) = -6.66 / -9.70 eV

[11]
Computed, not measured: a cluster of 2 separate species, C4H8ClNSi in total, with wB97M-V/def2-TZVPD.

```
15
Properties=species:S:1:pos:R:3:mulliken_spin:R:1
C -0.1119 -1.9807 -1.8891 -0.014
C 1.9940 -0.6037 0.7993 0.926
C -1.0131 0.9213 -1.6211 0.045
C -1.9071 -0.9053 0.6112 0.051
N 0.4412 -2.6909 -2.6334 0.117
Si -0.4602 -0.6468 -0.6554 0.762
Cl -3.4092 -1.0745 -0.4154 0.055
H 1.7548 -0.3175 1.8411 0.020
H 2.3499 -1.6193 0.7105 0.024
H 2.5736 0.1435 0.2188 0.018
H -1.4237 0.6133 -2.6089 0.015
H -1.7558 1.5518 -1.1208 -0.001
H -0.0495 1.5239 -1.7894 -0.001
H -1.8547 0.0787 1.0850 -0.007
H -1.8212 -1.6038 1.4730 -0.009
```

DFT total energy = -961.48515 Eh
energy above the lowest of the compared OMol25 structures with the same formula, charge and spin = 1.499 eV
2S+1 = 3
Kohn-Sham gap (spin up / spin down) = 7.33 / 8.10 eV
largest force on an atom = 2.99 eV Å⁻¹
E_LUMO (spin up / spin down) = 0.55 / -2.52 eV
total charge = 0
⟨S²⟩ = 2.007
highest occupied orbital energy (spin up / spin down) = -6.78 / -10.62 eV

[12]
Computed, not measured: a structure of composition C4H8ClOP, with wB97M-V/def2-TZVPD.

```
15
Properties=species:S:1:pos:R:3:mulliken_spin:R:1
C 1.1184 -0.4398 -0.1459 0.033
C -0.1984 -0.9410 0.4458 0.020
C 1.3160 1.0604 0.1150 -0.025
C -1.3153 -0.2111 -0.2549 0.770
O -1.4311 -0.4198 -1.5930 0.021
P -0.2846 2.0128 -0.0378 1.043
Cl -2.8512 -0.2183 0.5930 0.083
H 1.9551 -1.0017 0.2705 -0.006
H 1.0941 -0.6087 -1.2225 0.001
H -0.2906 -2.0213 0.2953 0.027
H -0.2325 -0.7347 1.5138 -0.001
H 1.7453 1.2432 1.1013 0.010
H 2.0226 1.4571 -0.6182 0.007
H -2.0541 -1.1318 -1.7959 0.034
H -0.5937 1.9547 1.3334 -0.017
```

DFT total energy = -1033.84889 Eh
energy above the lowest of the compared OMol25 structures with the same formula, charge and spin = 1.230 eV
2S+1 = 3
Kohn-Sham gap (spin up / spin down) = 6.68 / 7.55 eV
largest force on an atom = 3.36 eV Å⁻¹
E_LUMO (spin up / spin down) = 0.73 / -1.92 eV
total charge = 0
⟨S²⟩ = 2.005
highest occupied orbital energy (spin up / spin down) = -5.95 / -9.47 eV

[13]
Computed, not measured: a cluster of 2 separate species, C4H8ClP in total, with wB97M-V/def2-TZVPD.

```
14
Properties=species:S:1:pos:R:3:mulliken_charge:R:1
C -0.2388 1.0902 0.0146 -0.504
C 0.5685 -0.2530 0.0708 0.246
C -0.8386 -0.1646 0.4775 -0.367
C 0.9975 -1.0158 -1.1954 -1.191
P -1.2730 -0.0923 3.2957 0.164
Cl -0.2212 1.5003 3.8607 -0.178
H -0.0961 1.7848 0.7269 0.266
H -0.4475 1.4477 -1.0851 0.196
H 1.3786 -0.3450 0.9537 0.210
H -1.7562 -0.5773 -0.0541 0.231
H 0.2147 -1.0705 -2.1200 0.240
H 1.2414 -2.1461 -0.9286 0.282
H 1.8112 -0.5036 -1.6614 0.347
H -2.6025 0.3974 3.2635 0.060
```

DFT total energy = -958.59416 Eh
energy above the lowest of the compared OMol25 structures with the same formula, charge and spin = 3.079 eV
Kohn-Sham gap (spin up / spin down) = 7.66 / 7.93 eV
largest force on an atom = 5.06 eV Å⁻¹
E_LUMO (spin up / spin down) = -0.63 / -0.22 eV
total charge = 0
highest occupied orbital energy (spin up / spin down) = -8.29 / -8.15 eV

[14]
Computed, not measured: a structure of composition C4H8F12LiN2O12S4, with wB97M-V/def2-TZVPD.

```
43
Properties=species:S:1:pos:R:3:mulliken_charge:R:1
Li -0.9486 1.0625 -0.8308 0.951
C 0.0467 -5.1717 4.7465 0.705
F -0.6397 -6.2595 4.4778 -0.242
F -0.7344 -4.1243 4.8805 -0.217
F 0.6987 -5.3937 5.8818 -0.239
S 1.3485 -4.7836 3.4010 0.921
O 2.1229 -3.6330 3.8206 -0.561
O 2.0509 -6.0401 3.2724 -0.645
N 0.2619 -4.5469 2.1213 -0.518
S 0.3000 -2.9951 1.7760 1.163
O -0.3478 -2.1656 2.7819 -0.645
O 1.5467 -2.5085 1.2278 -0.617
C -0.9253 -2.9199 0.3231 0.593
F -2.1229 -3.4009 0.6260 -0.227
F -1.0611 -1.6234 0.0178 -0.197
F -0.4067 -3.5983 -0.6952 -0.220
C -0.0968 5.0911 -1.2422 0.591
F -0.7563 6.1507 -1.6534 -0.210
F 1.2037 5.3207 -1.1227 -0.205
F -0.4877 4.6682 -0.0478 -0.212
S -0.4367 3.8035 -2.5979 0.774
O -1.8677 3.5952 -2.5314 -0.714
O 0.0867 4.3547 -3.8066 -0.532
N 0.1969 2.3060 -1.9810 -0.230
S 1.3336 1.8689 -2.9893 1.081
O 0.9252 1.8338 -4.3730 -0.651
O 2.5606 2.6033 -2.7060 -0.627
C 1.7122 0.0245 -2.5878 0.606
F 0.8616 -0.8299 -3.1000 -0.204
F 2.9089 -0.2015 -3.0927 -0.218
F 1.8017 -0.1267 -1.2754 -0.214
O -2.6896 2.0838 -0.3945 -0.419
H -3.1098 2.7171 -0.9916 0.221
H -3.2082 2.1128 0.4163 0.208
O 1.8848 2.8219 0.5518 -0.656
H 1.3695 3.5580 0.8784 0.287
H 1.6228 2.7268 -0.3687 0.332
O -1.8585 -0.0176 -2.3276 -0.426
H -2.5371 0.4831 -2.7954 0.217
H -1.9909 -0.9331 -2.5955 0.222
O -0.2966 0.7946 1.2673 -0.459
H 0.5673 0.8493 1.6958 0.245
H -0.8892 0.4430 1.9423 0.193
```

DFT total energy = -3968.43398 Eh
energy above the lowest of the compared OMol25 structures with the same formula, charge and spin = 1.095 eV
Kohn-Sham gap = 8.20 eV
largest force on an atom = 3.17 eV Å⁻¹
E_LUMO = 1.44 eV
total charge = -1
highest occupied orbital energy = -6.77 eV